No. 1
The following is a quantum chemistry calculation of an isolated ion of composition C3H2NOS2 and charge -1, from the Open Molecules 2025 dataset.

total energy	-28351.9123	eV
HOMO level	-2.975	eV
relative energy (zero: lowest compared OMol25 entry of this formula, charge and spin)	186.6	kJ/mol
orbital gap	6.179	eV
SMILES string	O=C1N=CS[C@@H]1[S-]

Structure (ORCA input):
```
! wB97M-V def2-TZVPD RIJCOSX def2/J DEFGRID3
* xyz -1 1
O -1.88585 1.26829 0.57394
C -0.87051 0.76839 0.22406
N 0.18958 1.36151 -0.48410
C 1.28766 0.64199 -0.61783
S 1.30645 -0.95785 -0.09244
C -0.39792 -0.92293 0.46679
S -1.47002 -2.15852 -0.29520
H 2.16725 1.02745 -1.29483
H -0.32664 -1.02833 1.51962
*
```

***

No. 2
The following is a quantum chemistry calculation of C46H48F15GeIrN6S as an isolated structure, from the Open Molecules 2025 dataset.

total energy	-168348.5085	eV
HOMO level (alpha / beta)	-15.824 / -15.824	eV
orbital gap (alpha / beta)	7.312 / 5.989	eV

Structure (ORCA input):
```
! wB97M-V def2-TZVPD RIJCOSX def2/J DEFGRID3
* xyz 3 2
Ir -1.94810 -0.52328 0.26145
C -2.31024 -0.88303 3.83196
C -2.57260 -2.11660 2.94894
N -1.88507 -2.15760 1.63015
C -2.18810 -3.45128 0.95032
C -1.70003 -3.38646 -0.47924
N -2.10539 -2.11001 -1.13184
C -3.37453 -2.09262 -1.90293
C -4.63344 -2.41559 -1.11155
C -4.84913 -1.64800 0.20085
N -4.02392 -0.41600 0.37413
C -4.46971 0.29597 1.61922
C -3.47716 1.35529 2.06885
N -2.08901 0.83960 1.93646
C -1.56593 0.29807 3.22576
H -1.69857 -1.18536 4.68362
H -3.25897 -0.56049 4.26456
H -3.63699 -2.22644 2.75609
H -2.27758 -3.01923 3.48654
H -0.87749 -2.16820 1.82065
H -3.25739 -3.63622 1.00607
H -1.69469 -4.26386 1.48627
H -2.03895 -4.24383 -1.06273
H -0.60845 -3.39454 -0.48086
H -1.37144 -1.91264 -1.80705
H -3.29337 -2.78887 -2.73981
H -3.44389 -1.08985 -2.33065
H -4.69495 -3.48298 -0.89499
H -5.46334 -2.21114 -1.78885
H -4.65833 -2.26990 1.06767
H -5.89519 -1.34398 0.27381
H -4.24572 0.18751 -0.41671
H -4.58598 -0.46370 2.38643
H -5.45629 0.73363 1.45559
H -3.68687 1.62761 3.10486
H -3.55725 2.27643 1.50217
H -1.47165 1.61740 1.70668
H -1.53912 1.11592 3.95007
H -0.53156 0.01508 3.04450
C 3.15348 -0.18731 -5.24162
C 3.58680 0.24184 -3.82960
C 3.89761 1.74694 -3.81616
C 4.84499 -0.53048 -3.43523
C 2.43537 -0.03401 -2.87743
C 2.51325 -0.94122 -1.82379
C 1.42341 -1.11324 -0.99392
N 0.26592 -0.46468 -1.14225
C 0.15176 0.38024 -2.17785
C 1.21482 0.62806 -3.03341
C -1.14825 1.10441 -2.29716
C -1.41126 1.88151 -3.41429
C -2.51796 2.72331 -3.50220
C -3.31866 2.75842 -2.36036
C -3.03635 1.92786 -1.30305
N -2.01142 1.05560 -1.25006
C -2.76853 3.58408 -4.72321
C -4.17906 4.17665 -4.71088
C -2.58134 2.75775 -6.00281
C -1.73397 4.72558 -4.68584
H 3.97050 -0.00656 -5.93989
H 2.28833 0.37769 -5.59341
H 2.91090 -1.25064 -5.27651
H 4.74444 1.94388 -4.47301
H 4.16302 2.08916 -2.81423
H 3.06152 2.34825 -4.17634
H 5.64700 -0.28371 -4.12967
H 4.69632 -1.61081 -3.48478
H 5.18971 -0.26741 -2.43273
H 3.41481 -1.50566 -1.63076
H 1.49398 -1.80554 -0.15932
H 1.11815 1.36186 -3.81807
H -0.71671 1.84291 -4.23784
H -4.17443 3.41375 -2.28760
H -3.69516 1.96555 -0.45490
H -4.94586 3.40379 -4.62394
H -4.35269 4.70363 -5.64785
H -4.31419 4.90425 -3.90871
H -3.29000 1.92894 -6.05111
H -1.57126 2.35970 -6.10513
H -2.75871 3.39727 -6.86666
H -1.79837 5.29427 -3.75677
H -1.92590 5.40912 -5.51273
H -0.71524 4.34814 -4.79152
F 1.98297 -0.48318 6.07330
C 1.84539 0.71701 5.50621
C 1.96294 0.85942 4.13031
C 1.78143 2.13488 3.61202
F 1.86934 2.31988 2.28445
C 1.50409 3.22910 4.40486
F 1.32370 4.42704 3.86906
C 1.40603 3.05488 5.78180
F 1.13774 4.08349 6.55332
C 1.57576 1.79364 6.33690
F 1.46924 1.62380 7.64137
Ge 2.41021 -0.59672 2.93381
S 0.78611 -0.60024 1.31302
C 2.52519 -2.31925 3.81890
C 1.59359 -3.33723 3.82745
F 0.40040 -3.18520 3.18532
C 1.79561 -4.52968 4.49188
F 0.86507 -5.47581 4.46749
C 2.98025 -4.72298 5.19162
F 3.18526 -5.85111 5.83135
C 3.93932 -3.71712 5.22139
F 5.05843 -3.88581 5.89479
C 3.69000 -2.54080 4.53833
F 4.59941 -1.55931 4.58753
C 3.95405 -0.30263 1.80100
C 4.85086 0.74214 1.96154
F 4.69405 1.60581 2.96538
C 5.92858 0.91917 1.10880
F 6.76915 1.92057 1.28471
C 6.11273 0.03367 0.05431
F 7.11927 0.19638 -0.77624
C 5.22724 -1.02040 -0.13327
F 5.38371 -1.85798 -1.15230
C 4.17486 -1.16834 0.74426
F 3.31370 -2.19108 0.54342
*
```

***

No. 3
The following is a quantum chemistry calculation of C24H43CoN2P3S as an isolated structure, from the Open Molecules 2025 dataset.

total energy	-104865.1212	eV
HOMO level (alpha / beta)	-15.641 / -15.618	eV
relative energy (zero: lowest compared OMol25 entry of this formula, charge and spin)	363.0	kJ/mol
orbital gap (alpha / beta)	7.034 / 2.885	eV

Structure (ORCA input):
```
! wB97M-V def2-TZVPD RIJCOSX def2/J DEFGRID3
* xyz 3 5
Co 1.24671 -0.38408 0.26906
P 2.36096 1.10652 1.31196
P -0.69368 -0.02295 1.29026
P -2.17380 3.87626 -3.06656
H 1.53837 -1.77118 -1.78383
C 1.53250 -0.70489 -1.51645
C 2.77474 -0.23778 -0.88166
H 3.51404 -1.03192 -0.70140
C 4.14397 0.59197 1.41574
C 2.06548 1.49931 3.08750
C 2.47493 2.79690 0.61547
C -2.25453 -0.84516 0.81758
C -0.72545 -0.54076 3.04838
C -1.19044 1.74605 1.23479
C -2.24534 4.30247 -4.81707
C -1.64119 5.31653 -2.14965
C -3.78741 3.22826 -2.56352
H 0.90904 -0.06820 -2.17242
H 3.27033 0.67624 -1.22242
H 4.30995 -0.41624 1.00090
H 4.46876 0.60213 2.46606
H 4.71923 1.32842 0.83274
H 1.81651 0.60249 3.66493
H 1.26553 2.24650 3.18723
H 3.00008 1.91629 3.49092
H 3.00715 2.77313 -0.34459
H 3.01853 3.42166 1.33965
H 1.46641 3.20333 0.47882
H -3.07281 -0.55405 1.48519
H -2.12918 -1.92888 0.87230
H -2.52944 -0.59021 -0.20630
H -1.60228 -0.12240 3.56091
H 0.17659 -0.23246 3.57556
H -0.78917 -1.63420 3.09670
H -2.23209 1.85484 1.57425
H -1.12123 2.08498 0.18856
H -0.53254 2.35971 1.86620
H -2.88440 5.19208 -4.94253
H -2.65549 3.45053 -5.38530
H -1.22498 4.52286 -5.16903
H -2.31109 6.16533 -2.37120
H -0.61387 5.55815 -2.45867
H -1.66312 5.09155 -1.07489
H -4.52185 3.37763 -3.37504
H -4.12356 3.73836 -1.64538
H -3.68768 2.13994 -2.36314
C -1.90029 -0.73562 -2.53420
C -2.96415 -1.27231 -3.30785
C -3.00366 -2.63843 -3.53827
C -1.93625 -3.46128 -3.13025
C -0.91764 -2.93602 -2.29868
C -1.05494 -1.64591 -1.83495
S -1.59988 0.88839 -2.66313
H -1.14466 2.78582 -2.83170
H -3.66132 -0.56212 -3.73232
H -3.86382 -3.05652 -4.05484
H -1.86848 -4.50373 -3.44414
H -0.02721 -3.53580 -2.05404
H -0.51903 -1.25694 -0.93779
N 0.23731 -4.41078 1.52256
C 0.07652 -3.33653 0.72924
N 0.99637 -2.41812 0.99174
C 1.79978 -2.90736 2.03802
C 2.67903 -2.23918 2.89342
C 3.00712 -2.86608 4.10177
C 2.49556 -4.12903 4.42662
C 1.59999 -4.78957 3.57899
C 1.30906 -4.17649 2.36964
H -0.30575 -5.25954 1.50352
H -0.78182 -3.26262 0.08497
H 3.06545 -1.25812 2.60580
H 3.68637 -2.36808 4.78498
H 2.77192 -4.58121 5.37576
H 1.15123 -5.75186 3.79452
*
```

***

No. 4
The following is a quantum chemistry calculation of a 2-piece molecular cluster, CH7N2O overall, from the Open Molecules 2025 dataset.

total energy	-6173.1557	eV
HOMO level (alpha / beta)	4.620 / 0.382	eV
relative energy (zero: lowest compared OMol25 entry of this formula, charge and spin)	78.0	kJ/mol
orbital gap (alpha / beta)	3.015 / 7.132	eV

Structure (ORCA input):
```
! wB97M-V def2-TZVPD RIJCOSX def2/J DEFGRID3
* xyz -2 2
N -0.49029 -1.40349 2.56519
H -1.12203 -2.06285 2.10652
H 0.39575 -1.90100 2.69322
H -0.31791 -0.64075 1.90604
N 0.68273 1.09302 0.05419
C 0.34262 0.12168 -1.13332
O -0.60387 0.49918 -1.98795
H -0.11263 1.74277 0.08627
H 1.27048 1.76183 -0.46243
H 0.16996 -0.82216 -0.57404
H 1.33800 0.07460 -1.63391
*
```

***

No. 5
The following is a quantum chemistry calculation of a 3-piece molecular cluster, C22H45FIN3O8PS3 overall, from the Open Molecules 2025 dataset.

total energy	-97002.8941	eV
HOMO level	-4.725	eV
orbital gap	6.808	eV

Structure (ORCA input):
```
! wB97M-V def2-TZVPD RIJCOSX def2/J DEFGRID3
* xyz -1 1
C -0.75953 -2.38693 4.85644
C -1.57578 -2.63532 3.46043
N -1.03499 -1.67077 2.50431
P -1.83132 -1.56450 0.87861
C -2.14498 -3.42080 0.61655
C -0.84605 -4.31663 0.31935
O 0.15562 -4.30188 1.35467
C 1.48015 -4.37536 0.77157
C 1.90616 -5.86992 0.37717
C -3.56858 -1.07695 1.57283
C -4.74551 -2.11865 1.40472
O -4.89063 -3.07075 2.51665
C -6.12981 -1.25755 1.45137
N -7.32218 -2.04004 1.02259
C -2.55833 -1.26103 -0.88811
C -2.64689 0.25349 -1.38944
F -1.68920 -1.90869 -1.88420
O -0.31187 -1.71754 0.00060
C 0.52575 -0.56623 -0.03138
C -0.14379 0.58424 0.86399
I 0.10650 2.53977 -0.16870
N 0.47511 0.95636 2.19834
C 1.46644 0.22375 2.49315
S 2.76395 -0.74470 2.86802
O -1.49405 0.17866 1.12522
H -1.47182 -2.58461 5.73713
H -0.54114 -1.25916 4.90980
H 0.18349 -3.00943 4.92482
H -1.42233 -3.73619 3.24818
H -2.66958 -2.51341 3.77074
H -1.28994 -0.75845 2.92586
H -2.79431 -3.59255 -0.31959
H -2.71101 -3.97393 1.42829
H -0.43129 -4.16935 -0.74175
H -1.24791 -5.40327 0.29840
H 1.58768 -3.70546 -0.14610
H 2.24938 -4.00940 1.54113
H 1.88534 -6.51337 1.32587
H 1.09825 -6.29268 -0.30265
H 2.94084 -5.90615 -0.11752
H -3.52849 -0.79120 2.68889
H -3.91536 -0.10516 1.06371
H -4.80236 -2.69169 0.43136
H -5.19194 -2.49439 3.25116
H -5.99513 -0.42523 0.66666
H -6.25453 -0.73720 2.46026
H -7.92842 -2.30442 1.80242
H -6.99641 -2.85059 0.48798
H -3.58924 -1.69891 -1.07693
H -1.63958 0.59143 -1.78023
H -3.15854 0.97369 -0.68478
H -3.32615 0.22225 -2.32397
H 0.32873 -0.17091 -1.10067
H 1.65388 -0.69678 -0.06234
C 3.21228 1.86265 -5.79278
C 3.64201 0.87521 -4.70537
C 2.86014 1.22124 -3.43614
S 1.32660 1.96644 -3.98011
O 1.31148 3.34809 -3.55766
O 0.23415 1.06390 -3.70396
C 1.69125 1.91367 -5.72705
H 3.56085 1.55494 -6.78084
H 3.62994 2.85172 -5.57926
H 3.39811 -0.14389 -5.02213
H 4.71872 0.91373 -4.52721
H 2.63910 0.33284 -2.84428
H 3.39227 1.95257 -2.82478
H 1.26852 2.78761 -6.22145
H 1.24889 1.00128 -6.13234
C 2.70641 6.66338 0.22052
C 3.14280 6.31593 1.64557
C 3.98467 5.04046 1.56913
S 4.73291 5.03150 -0.05666
O 4.19611 3.91927 -0.80159
O 6.15544 5.26050 0.07045
C 3.95655 6.52868 -0.63970
H 2.28431 7.66836 0.15935
H 1.94287 5.95440 -0.11474
H 3.74807 7.13345 2.05086
H 2.28610 6.18284 2.30922
H 4.76816 5.02849 2.32682
H 3.36535 4.14634 1.66036
H 3.73894 6.44445 -1.70395
H 4.64866 7.35444 -0.46117
*
```

***

No. 6
The following is a quantum chemistry calculation of C10H4ClNO5Sm as an isolated structure, from the Open Molecules 2025 dataset.

total energy	-52551.8610	eV
HOMO level (alpha / beta)	-19.915 / -19.925	eV
relative energy (zero: lowest compared OMol25 entry of this formula, charge and spin)	420.7	kJ/mol
orbital gap (alpha / beta)	5.107 / 5.348	eV

Structure (ORCA input):
```
! wB97M-V def2-TZVPD RIJCOSX def2/J DEFGRID3
* xyz 3 6
O -3.34092 1.32928 -2.30566
C -2.30213 1.43675 -1.79325
Sm -0.11988 1.38204 -0.60787
O 0.56672 4.73398 -1.54175
C 0.40426 3.63593 -1.20198
C 2.03611 1.87632 0.35291
O 3.10047 1.98607 0.87573
C 1.19259 1.03716 -2.25116
O 1.79177 0.65784 -3.18186
C -0.64790 2.37641 1.20245
O -1.08992 2.75197 2.21820
Cl -2.79411 -3.32680 0.44624
C -1.30883 -2.54979 0.58190
C -0.19496 -3.19324 1.13189
C 1.01580 -2.51843 1.22508
C 1.10146 -1.21556 0.76930
N 0.05887 -0.60755 0.25495
C -1.15042 -1.21952 0.14056
H -0.28630 -4.21101 1.47996
H 1.89893 -3.00912 1.65566
H 2.08397 -0.67194 0.84534
H -2.01556 -0.68078 -0.29665
*
```

***

No. 7
The following is a quantum chemistry calculation of C5H9MnO3 as an isolated structure, from the Open Molecules 2025 dataset.

total energy	-42788.6112	eV
HOMO level (alpha / beta)	-7.285 / -7.052	eV
relative energy (zero: lowest compared OMol25 entry of this formula, charge and spin)	55.0	kJ/mol
orbital gap (alpha / beta)	5.609 / 5.182	eV

Structure (ORCA input):
```
! wB97M-V def2-TZVPD RIJCOSX def2/J DEFGRID3
* xyz 0 7
H 1.12341 -0.07141 -0.23769
C -2.39407 -1.99279 -0.30753
O -1.21473 -1.40571 -0.78825
C -0.05182 -1.92023 -0.17791
C 1.15404 -1.13294 -0.63262
H -3.24040 -1.52313 -0.82349
H -2.41026 -3.07870 -0.50262
H -2.50391 -1.83239 0.77987
H 0.05702 -2.99030 -0.43460
H -0.15373 -1.85256 0.92138
H 1.22045 -1.10448 -1.72907
H 2.07192 -1.59839 -0.24820
O 1.50111 2.51748 2.04371
C 1.16461 2.36471 0.78609
C 0.85510 3.35977 -0.07467
O 0.84549 4.65553 0.38651
Mn 1.38288 4.42895 2.15821
H 0.59291 3.17658 -1.11911
*
```